Record 1
Molecular formula: C24H31N2O4
Method: DFT, wB97M-V/def2-TZVPD

The total energy is -36553.9763 eV. The value obtained for the HOMO-LUMO gap is 7.83 eV. Its net charge is +1. As for the LUMO energy: -0.083 hartree. The value obtained for the molar mass is 411.5 g/mol. The SMILES is C=CCc1ccccc1OC[C@@H](O)C[NH+]1CCN(Cc2ccc3c(c2)OCO3)CC1. For the highest occupied orbital energy, the calculation gives -10.10 eV.

```
61
Properties=species:S:1:pos:R:3:forces:R:3:nbo_charge:R:1
C 0.2907 2.5212 -5.3501 -0.1 0.1 -0.2 -0.373
C 0.0327 1.4812 -4.5825 -0.1 0.0 0.3 -0.173
C 0.4720 1.3585 -3.1490 -0.1 0.0 -0.2 -0.459
C 1.4476 0.2185 -3.0310 -0.2 -0.2 0.2 -0.045
C 2.8059 0.4302 -3.2237 0.0 -0.1 0.1 -0.173
C 3.7105 -0.6152 -3.1695 0.1 0.0 0.0 -0.201
C 3.2659 -1.8993 -2.9113 0.0 0.1 0.0 -0.195
C 1.9167 -2.1365 -2.7114 -0.2 -0.1 0.0 -0.282
C 1.0176 -1.0859 -2.7866 0.2 0.2 0.0 0.258
O -0.3557 -1.2606 -2.5472 0.4 0.2 0.0 -0.561
C -1.0132 -2.4101 -3.0521 -0.4 -0.6 -0.2 -0.095
C -1.3792 -3.4677 -1.9775 -0.1 0.5 -0.2 0.058
O -0.2719 -4.2432 -1.5763 0.2 -0.2 0.1 -0.734
H -0.1101 -4.9542 -2.2055 -0.1 0.0 0.0 0.497
H -2.1473 -4.1134 -2.4246 0.0 0.2 0.1 0.207
C -2.0110 -2.8338 -0.7247 -0.2 -0.7 -0.5 -0.235
N -1.1258 -1.8264 -0.1016 0.2 0.2 -0.4 -0.402
C -1.8409 -0.7970 0.6798 -0.2 0.8 0.3 -0.227
C -0.8463 0.2767 1.1090 -0.1 -0.2 0.1 -0.238
N 0.1869 -0.3264 1.9221 0.0 -0.1 -0.1 -0.440
C 0.9142 -1.3098 1.1502 -0.2 -0.1 0.1 -0.239
C -0.0508 -2.4119 0.7292 0.9 -0.2 0.3 -0.241
H 0.4627 -3.1818 0.1545 -0.1 0.1 0.0 0.261
H -0.5059 -2.8595 1.6148 -0.1 0.0 -0.1 0.224
H 1.6951 -1.7447 1.7754 0.0 0.0 -0.1 0.235
H 1.3976 -0.8742 0.2542 0.0 0.0 0.0 0.182
C 1.0413 0.6629 2.5660 0.0 0.0 0.1 -0.222
C 0.2488 1.4907 3.5434 0.0 0.0 0.0 -0.057
C -0.4642 0.8554 4.5491 0.1 0.0 -0.1 -0.211
C -1.2144 1.5658 5.4821 -0.1 0.3 0.1 -0.249
C -1.2155 2.9353 5.3707 0.4 0.2 -0.5 0.227
C -0.5001 3.5831 4.3595 -0.3 -0.4 0.4 0.310
C 0.2324 2.8839 3.4321 -0.1 0.2 0.2 -0.292
H 0.7817 3.3980 2.6608 0.1 0.1 -0.1 0.227
O -0.6766 4.9307 4.4710 0.3 -0.3 -0.4 -0.484
C -1.5012 5.1233 5.6039 -0.4 1.1 0.5 0.233
O -1.8535 3.8634 6.1384 0.0 -0.5 0.0 -0.468
H -0.9568 5.7078 6.3619 -0.1 -0.2 -0.2 0.166
H -2.4114 5.6670 5.3090 0.2 -0.2 0.0 0.166
H -1.7632 1.0709 6.2647 -0.1 -0.1 0.1 0.235
H -0.4315 -0.2209 4.6079 0.0 -0.2 0.0 0.218
H 1.8198 0.1161 3.1042 0.1 0.0 -0.1 0.215
H 1.5304 1.3153 1.8255 0.0 0.0 0.0 0.177
H -1.3616 1.0285 1.7089 -0.1 0.0 -0.1 0.252
H -0.4305 0.7745 0.2117 0.0 0.0 0.0 0.172
H -2.6289 -0.3572 0.0668 0.0 -0.1 -0.1 0.226
H -2.2832 -1.2648 1.5612 0.0 -0.1 -0.1 0.230
H -0.6697 -1.3496 -0.9233 -0.2 -0.1 0.4 0.484
H -2.2337 -3.6181 0.0024 0.0 0.1 0.0 0.240
H -2.9422 -2.3468 -1.0194 0.1 0.1 0.1 0.232
H -1.9435 -2.0496 -3.5050 0.1 -0.1 0.0 0.207
H -0.4100 -2.8829 -3.8330 0.0 0.0 0.1 0.214
H 1.5739 -3.1352 -2.4892 -0.1 0.0 0.0 0.229
H 3.9633 -2.7203 -2.8595 0.1 -0.1 0.0 0.226
H 4.7606 -0.4275 -3.3270 0.1 0.0 0.0 0.228
H 3.1507 1.4323 -3.4273 0.0 0.1 0.0 0.224
H -0.4036 1.1737 -2.5214 0.1 0.1 0.0 0.216
H 0.9476 2.2866 -2.8313 0.0 0.0 0.1 0.225
H -0.5090 0.6287 -4.9707 -0.1 -0.1 -0.1 0.192
H -0.0356 2.5661 -6.3743 -0.1 0.0 -0.2 0.209
H 0.8315 3.3783 -4.9844 0.1 0.2 0.1 0.194
```
Forces are in eV/Å.



Record 2
Molecular formula: C4H10O
Method: DFT, wB97M-V/def2-TZVPD

The total energy is -6354.4710 eV. The value obtained for the HOMO-LUMO gap is 9.68 eV. As for the LUMO energy: 0.028 hartree. The value obtained for the energy above the lowest of the compared OMol25 structures with the same formula, charge and spin is 321.48 kJ/mol. The value obtained for the molar mass is 74.1 g/mol. The SMILES is C=CC.CO. For the highest occupied orbital energy, the calculation gives -8.90 eV.

```
15
Properties=species:S:1:pos:R:3:forces:R:3:nbo_charge:R:1
C -2.4672 -1.9710 -0.1753 1.7 0.1 1.8 -0.245
O -2.5516 -0.7031 0.5345 0.8 -0.1 1.3 -0.753
H -1.5725 -2.5938 0.1629 -0.8 1.1 -0.9 0.170
H -3.2906 -2.6506 -0.0618 -0.9 0.1 0.9 0.169
H -2.5264 -1.7004 -1.1974 0.8 0.0 -1.2 0.179
H -1.8754 -0.5333 1.2710 -1.4 -1.1 -1.9 0.482
C 0.8071 1.4848 -0.9881 -0.4 -4.0 -0.1 -0.665
C 1.5498 0.8843 0.2033 2.4 -0.4 3.4 -0.185
C 2.7426 1.1168 0.9191 -1.2 -0.8 -0.9 -0.430
H 1.3055 2.1174 -1.7202 0.2 -0.3 0.2 0.228
H 0.3640 0.4635 -1.4009 1.1 2.1 -0.3 0.223
H -0.1540 1.8896 -0.7256 -0.1 0.8 0.7 0.238
H 1.1266 -0.0343 0.7302 -0.8 1.7 -0.8 0.189
H 2.8871 0.7224 2.0337 -0.3 0.3 -2.9 0.206
H 3.6550 1.5078 0.4145 -0.9 0.6 0.8 0.193
```
Forces are in eV/Å.



Record 3
Molecular formula: C6H9NO3
Method: DFT, wB97M-V/def2-TZVPD

The total energy is -13995.5843 eV. The value obtained for the HOMO-LUMO gap is 9.67 eV. As for the LUMO energy: 0.006 hartree. The value obtained for the energy above the lowest of the compared OMol25 structures with the same formula, charge and spin is 484.74 kJ/mol. The value obtained for the molar mass is 143.1 g/mol. For the highest occupied orbital energy, the calculation gives -9.51 eV.

```
19
Properties=species:S:1:pos:R:3:forces:R:3:nbo_charge:R:1
C -3.2965 -0.1558 0.5645 -0.3 0.2 0.0 -0.257
O -1.9421 -0.5598 0.5295 0.1 -0.3 0.1 -0.533
C -1.1670 0.1098 -0.4138 -0.1 0.0 -0.1 0.341
O -0.8343 1.4194 -0.0043 -0.2 0.2 0.0 -0.519
C 0.5144 1.4936 0.4166 0.3 0.3 -0.1 -0.074
C 1.1234 0.2021 -0.0788 -0.3 0.2 -0.4 -0.129
C 0.1556 -0.5949 -0.5364 0.6 0.1 0.0 -0.154
C 2.5285 -0.1322 0.1132 2.8 -3.2 1.0 0.480
N 3.2321 -0.5594 1.0317 0.4 0.3 -0.8 -0.556
H -3.8014 -0.7713 1.3165 0.2 0.1 -0.2 0.199
H -3.3894 0.9049 0.8430 0.0 -0.3 -0.1 0.183
H -3.7756 -0.3124 -0.4162 0.1 0.0 0.2 0.167
H -1.7296 0.1896 -1.3612 0.1 0.0 0.2 0.160
H 0.9723 2.3853 -0.0377 -0.1 -0.3 0.1 0.200
H 0.5915 1.5873 1.5124 0.0 -0.1 -0.3 0.199
H 0.2617 -1.6170 -0.8925 -0.1 0.3 0.0 0.230
O 3.5697 -0.9347 -1.1394 -1.7 1.4 -0.5 -0.884
H 4.0670 -1.2255 0.2025 -2.3 1.7 1.3 0.482
H 2.9195 -1.4291 -1.6497 0.4 -0.7 -0.4 0.466
```
Forces are in eV/Å.



Record 4
Molecular formula: H12O6
Method: DFT, wB97M-V/def2-TZVPD

The total energy is -12479.1846 eV. The value obtained for the HOMO-LUMO gap is 10.38 eV. As for the LUMO energy: 0.004 hartree. The value obtained for the energy above the lowest of the compared OMol25 structures with the same formula, charge and spin is 186.13 kJ/mol. The value obtained for the molar mass is 108.1 g/mol. The SMILES is O.O.O.O.O.O. For the highest occupied orbital energy, the calculation gives -10.28 eV.

```
18
Properties=species:S:1:pos:R:3:forces:R:3:nbo_charge:R:1
H 1.3556 0.8499 -0.4288 0.0 -0.2 0.2 0.468
H 0.2344 1.7698 0.0258 0.1 0.1 0.1 0.465
H 1.2447 -2.0408 -2.7643 -0.1 0.0 0.0 0.467
H 0.1907 -1.1710 -3.4297 0.3 0.0 0.2 0.475
H -2.4128 -0.8325 -0.6117 0.0 -0.2 0.1 0.473
H -1.2664 -0.1064 0.0729 0.4 -0.1 0.1 0.493
H 1.4847 0.7472 -2.7335 -0.1 -0.3 -0.2 0.470
H 0.6293 1.1387 -3.9273 0.1 0.1 -0.1 0.467
H -1.6925 -1.1125 1.7578 -0.2 0.1 -0.2 0.493
H -0.7449 -0.6072 2.8334 0.0 0.0 0.1 0.467
H 1.2179 1.9234 4.1639 0.0 -0.1 0.0 0.467
H -0.0247 1.5366 3.3788 0.0 -0.1 -0.1 0.475
O 0.6632 0.9327 0.2366 -0.2 0.2 -0.2 -0.928
O 0.4795 -1.4890 -2.5668 -0.3 -0.8 0.3 -0.945
O -1.7181 -0.9574 0.0447 -0.4 0.0 -1.0 -0.949
O 1.3615 0.5661 -3.6721 0.2 1.0 -0.5 -0.934
O -1.6494 -0.5154 2.5132 0.4 0.2 1.0 -0.981
O 0.8364 1.2010 3.6523 0.0 0.2 0.1 -0.943
```
Forces are in eV/Å.



Record 5
Molecular formula: F2KNO4S2
Method: DFT, wB97M-V/def2-TZVPD

The total energy is -53107.4823 eV. The value obtained for the HOMO-LUMO gap is 6.09 eV. As for the LUMO energy: -0.097 hartree. The value obtained for the energy above the lowest of the compared OMol25 structures with the same formula, charge and spin is 334.46 kJ/mol. The value obtained for the molar mass is 219.2 g/mol. For the highest occupied orbital energy, the calculation gives -8.74 eV.

```
10
Properties=species:S:1:pos:R:3:forces:R:3:nbo_charge:R:1
K -4.1041 -3.1096 -1.7199 0.3 0.2 0.1 0.999
N -0.5135 -0.0145 0.2067 1.8 -1.4 2.9 -1.109
S 0.1717 1.0318 -0.6575 0.4 5.0 -7.7 2.385
O 1.0357 0.5337 -1.7679 -1.1 1.0 3.2 -0.902
O 0.3580 2.3578 -0.1040 1.0 -1.6 0.1 -0.892
F -1.1200 1.3436 -1.5007 -1.7 0.0 -1.0 -0.539
S 0.8354 -0.3187 1.0797 3.9 -4.0 2.8 2.327
O 1.4261 0.6730 1.9892 -1.6 -1.3 -2.1 -0.866
O 1.8236 -1.2053 0.3734 -2.9 2.3 1.8 -0.892
F 0.0872 -1.2917 2.1009 0.0 -0.2 -0.1 -0.512
```
Forces are in eV/Å.



Record 6
Molecular formula: C3H10N4
Method: DFT, wB97M-V/def2-TZVPD

The total energy is -9212.6985 eV. The value obtained for the HOMO-LUMO gap is 10.39 eV. Its net charge is +2. As for the LUMO energy: -0.315 hartree. The value obtained for the energy above the lowest of the compared OMol25 structures with the same formula, charge and spin is 405.91 kJ/mol. The value obtained for the molar mass is 102.1 g/mol. For the highest occupied orbital energy, the calculation gives -18.97 eV.

```
17
Properties=species:S:1:pos:R:3:forces:R:3:nbo_charge:R:1
C 1.5548 2.6657 0.6245 3.5 -0.2 -0.5 0.170
C 1.5551 0.3505 0.2159 0.8 0.5 0.3 0.705
C 2.0361 -2.0206 -0.4629 0.8 -1.1 -1.9 -0.477
N 1.1015 1.4955 0.6863 -1.1 -2.6 -0.5 -0.519
N 1.8527 -0.7254 -0.0509 -0.9 2.6 0.0 -0.181
N -1.6679 -0.1445 -0.1169 2.9 0.5 1.2 -0.651
N -3.0497 -0.3112 -0.1650 -4.2 1.0 2.4 -0.523
H 2.6157 2.8644 0.1939 -2.1 0.2 0.6 0.238
H 0.9642 3.3071 1.2070 -0.4 1.8 0.2 0.230
H 3.0696 -2.2804 -0.2794 -0.1 -0.9 0.8 0.291
H 1.1736 -2.5697 -0.1942 -0.2 -1.3 1.3 0.264
H 1.9633 -2.1417 -1.5436 0.1 0.9 -0.4 0.281
H -1.2625 -0.0053 0.8585 -1.6 -0.6 -1.2 0.408
H -1.2300 0.6581 -0.6052 -1.6 -0.4 -0.3 0.408
H -3.7160 0.2953 0.4652 1.9 -0.2 -0.9 0.434
H -3.3974 -1.2135 0.2174 1.2 -0.3 -0.5 0.456
H -3.5630 -0.2242 -1.0507 1.1 0.0 -0.7 0.468
```
Forces are in eV/Å.



Record 7
Molecular formula: C18H14F5IN2Pd
Method: DFT, wB97M-V/def2-TZVPD

The total energy is -47035.8410 eV. The value obtained for the HOMO-LUMO gap (spin up / spin down) is 6.52 / 3.59 eV. As for the LUMO energy (spin up / spin down): -0.027 / -0.121 hartree. The value obtained for the molar mass is 586.6 g/mol. The multiplicity is 3. For the highest occupied orbital energy (spin up / spin down), the calculation gives -7.26 / -6.88 eV.

```
41
Properties=species:S:1:pos:R:3:forces:R:3:nbo_charge:R:1
C -1.8580 1.1134 2.4501 -1.6 2.2 2.3 -0.665
C -1.5258 2.2221 1.3744 -2.0 3.0 1.1 -0.693
H -2.9366 0.9823 2.4807 0.1 0.1 0.4 0.237
H -1.4358 1.5094 3.3693 -0.4 0.0 0.2 0.251
H -1.4623 0.0557 2.4831 0.1 -0.6 0.2 0.230
H -1.6449 1.9900 0.2900 -0.3 0.4 -0.1 0.219
H -2.4011 2.8750 1.4631 0.1 0.3 0.1 0.237
H -0.6445 2.8248 1.5626 0.0 0.1 0.2 0.226
C -1.4645 -2.5076 -0.0222 -0.4 -0.2 -0.9 0.076
C -1.6773 -3.5715 -0.9082 0.1 0.4 0.2 -0.233
C -1.6624 -3.3196 -2.2801 0.0 0.0 0.3 -0.165
C -1.3859 -2.0346 -2.7247 0.3 0.6 0.2 -0.207
H -1.5769 -2.6287 1.0571 0.2 0.0 -0.4 0.224
H -1.8736 -4.5540 -0.4934 0.0 0.1 -0.2 0.231
H -1.8524 -4.1176 -2.9938 0.0 0.2 0.1 0.228
H -1.3597 -1.7762 -3.7775 0.0 -0.3 0.1 0.216
N -1.2015 -1.2807 -0.4710 0.0 -0.3 -0.5 -0.464
C -1.0904 -1.0266 -1.7937 -0.5 -1.6 0.6 0.155
C -0.5119 0.2658 -2.1658 0.8 1.5 -0.1 0.183
N -0.1738 1.0751 -1.1378 0.7 -0.3 -0.7 -0.457
C 0.5869 2.1605 -1.3212 -0.4 -0.4 -0.8 0.070
C 0.6028 1.7637 -3.6941 -0.1 0.0 0.3 -0.157
C 1.0041 2.5320 -2.5998 0.0 0.0 0.3 -0.241
H 0.8537 2.7366 -0.4308 -0.1 -0.2 -0.3 0.217
H 1.6317 3.4123 -2.7038 -0.1 -0.2 -0.1 0.230
C -0.1644 0.6250 -3.4797 -0.2 -0.2 0.6 -0.209
H -0.4825 -0.0209 -4.2895 0.2 0.2 -0.1 0.220
H 0.9035 2.0393 -4.7021 -0.1 0.0 0.2 0.229
Pd -0.8171 0.4228 0.8954 2.6 -4.4 -3.3 0.706
I -4.4675 -1.4844 1.6902 0.1 0.1 -0.1 -0.209
F 1.6760 -1.0823 -0.4341 0.1 0.1 0.2 -0.352
C 2.0390 -0.6184 0.7947 0.8 0.2 0.6 0.341
C 1.1306 0.0238 1.6116 0.2 -0.2 0.4 -0.506
C 1.5963 0.4264 2.8511 1.0 -0.3 -0.1 0.345
F 0.7893 0.9877 3.8008 0.1 -0.1 -0.5 -0.348
C 2.9353 0.2813 3.2358 -0.4 0.1 0.0 0.240
F 3.3485 0.7447 4.4289 0.1 -0.1 -0.2 -0.302
C 3.8393 -0.3374 2.3815 -0.2 0.1 -0.1 0.258
F 5.1342 -0.4614 2.7273 -0.4 0.0 -0.1 -0.296
C 3.3779 -0.8113 1.1584 -0.4 0.0 -0.3 0.240
F 4.2218 -1.4364 0.3171 0.0 0.1 0.2 -0.304
```
Forces are in eV/Å.